# 1
{
  "formula": "C20H11Cl7N4S2Se4W",
  "method": "ωB97M-V with the def2-TZVPD basis set",
  "symbols": ["W", "C", "S", "C", "S", "N", "N", "C", "C", "C", "C", "C", "C", "N", "H", "H", "H", "H", "H", "H", "H", "H", "Cl", "C", "C", "C", "Cl", "C", "Cl", "C", "Cl", "C", "Cl", "Se", "Se", "Se", "Se", "Cl", "C", "C", "C", "C", "C", "Cl", "C", "N", "H", "H", "H"],
  "coordinates": [[0.0826, -1.4692, 0.2629], [-5.2133, -1.1565, -0.9267], [-4.5645, 0.2602, -0.0239], [-2.9158, -0.2735, 0.3756], [-2.4666, -1.9174, 0.2836], [-2.1822, 0.7134, 0.7622], [-0.8974, 0.3482, 1.1759], [-0.5387, 1.0967, 2.1895], [0.6810, 1.0428, 2.8805], [0.7580, 1.3687, 4.2497], [1.8290, 0.9846, 4.9995], [2.8753, 0.2324, 4.3807], [2.8491, 0.0418, 3.0443], [1.8177, 0.5220, 2.2732], [-6.2158, -0.8676, -1.2463], [-5.2688, -2.0396, -0.2943], [-4.5975, -1.3761, -1.7962], [-1.3027, 1.7563, 2.5880], [-0.1003, 1.8547, 4.6973], [1.8604, 1.1952, 6.0602], [3.6826, -0.1909, 4.9602], [3.6098, -0.4908, 2.4918], [2.3607, -2.4578, 0.7680], [1.7254, -0.0037, -0.1170], [2.1307, 0.8441, 0.9067], [2.9277, 1.9712, 0.6985], [3.2640, 3.0536, 2.0134], [3.4412, 2.2300, -0.5604], [4.3910, 3.6475, -0.8544], [3.2082, 1.2982, -1.5712], [3.9548, 1.5459, -3.1151], [2.3886, 0.1991, -1.3394], [2.3029, -0.9966, -2.5943], [-0.2486, -4.0230, -0.4264], [0.3628, -5.2500, 1.4623], [-1.0909, -4.2417, 2.9683], [-0.1955, -2.0879, 2.9997], [-0.9117, -2.8307, -3.5628], [-1.1086, -1.1094, -3.6699], [-1.5670, -0.5694, -4.8513], [-1.7384, 0.8033, -4.9805], [-1.4116, 1.6152, -3.9039], [-0.9418, 1.0738, -2.7245], [-0.4626, 2.1775, -1.4688], [-0.7918, -0.3276, -2.5228], [-0.3709, -0.8805, -1.3941], [-1.7946, -1.2396, -5.6704], [-2.1047, 1.2312, -5.9043], [-1.5013, 2.6917, -3.9732]],
  "lowdin_spin": [0.724, 0.002, 0.011, 0.032, 0.035, 0.008, 0.227, 0.025, 0.179, 0.005, 0.136, 0.065, 0.069, 0.163, 0.000, 0.001, 0.000, 0.002, -0.003, 0.009, 0.001, 0.005, 0.027, 0.015, 0.018, 0.005, 0.000, 0.003, 0.002, 0.001, 0.001, 0.006, 0.001, 0.005, 0.004, 0.009, 0.029, 0.008, 0.029, -0.001, 0.040, -0.001, 0.031, 0.007, 0.018, 0.046, -0.001, 0.003, -0.001],
  "s2": 2.048,
  "e_above_lowest_ev": 0.000,
  "total_charge": -2,
  "e_homo_ev": [-0.8798, -1.5144],
  "spin_multiplicity": 3
}

***

# 2
{
  "formula": "C29H30AsClN3O2PPdS2",
  "method": "ωB97M-V with the def2-TZVPD basis set",
  "symbols": ["Pd", "S", "C", "C", "C", "C", "C", "C", "C", "C", "C", "N", "H", "H", "H", "H", "H", "H", "S", "C", "C", "C", "C", "C", "C", "As", "C", "C", "C", "C", "C", "C", "C", "C", "C", "C", "C", "C", "H", "H", "H", "H", "H", "H", "H", "H", "H", "H", "H", "H", "H", "H", "Cl", "N", "C", "P", "O", "O", "C", "N", "H", "H", "H", "H", "H", "H", "H", "H", "H", "H"],
  "coordinates": [[-0.2480, -0.5199, -0.2545], [-4.2115, 0.7604, -1.6523], [-3.1079, 1.3373, -2.8244], [-1.8177, 0.9930, -2.5429], [-1.7308, 0.2451, -1.3468], [-2.9492, 0.0348, -0.7564], [-3.0835, -0.7142, 0.4799], [-4.2667, -1.0668, 1.1049], [-4.2066, -1.8602, 2.2389], [-2.9746, -2.2909, 2.7069], [-1.8296, -1.8945, 2.0394], [-1.8895, -1.1115, 0.9636], [-3.4602, 1.8905, -3.6802], [-0.9983, 1.2415, -3.1978], [-5.2137, -0.7361, 0.7006], [-5.1169, -2.1472, 2.7479], [-2.8905, -2.9184, 3.5819], [-0.8431, -2.1798, 2.3708], [1.5760, -0.2979, -1.6895], [2.7555, 0.7066, -0.8216], [4.1128, 0.6072, -1.0852], [4.9934, 1.4252, -0.3846], [4.5391, 2.3327, 0.5602], [3.1763, 2.4548, 0.8087], [2.3082, 1.6310, 0.1214], [0.4057, 1.7742, -0.0033], [0.1931, 3.1701, -1.3052], [0.7127, 3.0504, -2.5919], [0.7090, 4.1544, -3.4256], [0.2030, 5.3702, -2.9773], [-0.2944, 5.4867, -1.6901], [-0.3028, 4.3855, -0.8430], [-0.5558, 2.2299, 1.5723], [0.0654, 2.1401, 2.8133], [-0.6612, 2.4630, 3.9501], [-1.9898, 2.8496, 3.8401], [-2.6081, 2.9160, 2.5958], [-1.8931, 2.6044, 1.4520], [4.4894, -0.0867, -1.8258], [6.0541, 1.3510, -0.5847], [5.2436, 2.9555, 1.0933], [2.8087, 3.1818, 1.5222], [1.1200, 2.1095, -2.9377], [1.1080, 4.0687, -4.4272], [0.2053, 6.2292, -3.6346], [-0.6768, 6.4341, -1.3355], [-0.6852, 4.4910, 0.1628], [1.0925, 1.8082, 2.8940], [-0.1900, 2.4072, 4.9219], [-2.5506, 3.0998, 4.7307], [-3.6448, 3.2149, 2.5184], [-2.3696, 2.6516, 0.4786], [1.3291, -0.9097, 1.7560], [3.0651, -4.1731, 0.8714], [2.5571, -4.0220, -0.5241], [0.7202, -4.2327, -0.4363], [0.5037, -5.0874, 0.7861], [-0.0410, -2.9892, -0.7223], [0.3021, -5.4483, -1.7867], [-0.6726, -6.3865, -1.1224], [4.0513, -4.4231, 0.9095], [2.4945, -4.8875, 1.3436], [2.9122, -3.2531, 1.3606], [3.0185, -4.8055, -1.1224], [2.8264, -3.0410, -0.9113], [1.1632, -6.0385, -2.0923], [-0.1620, -4.9904, -2.6551], [-0.6307, -7.3376, -1.4858], [-1.6327, -6.0541, -1.2125], [-0.4158, -6.3531, -0.1082]],
  "lowdin_charge": [0.608, 1.096, -0.366, -0.201, -0.327, -0.535, -0.278, 0.002, -0.024, -0.028, -0.122, -0.002, 0.083, 0.091, 0.117, 0.123, 0.117, 0.051, 0.668, -0.690, -0.096, -0.054, -0.054, -0.067, -0.438, 1.325, -0.332, -0.118, -0.048, -0.046, -0.049, -0.081, -0.373, -0.108, -0.048, -0.046, -0.051, -0.116, 0.109, 0.117, 0.116, 0.117, 0.070, 0.117, 0.118, 0.118, 0.098, 0.081, 0.118, 0.117, 0.117, 0.108, -0.009, 0.142, -0.176, 0.416, -0.348, -0.391, -0.159, 0.137, 0.170, 0.135, 0.126, 0.107, 0.082, 0.102, 0.109, 0.169, 0.171, 0.118],
  "e_above_lowest_ev": 0.279,
  "total_charge": 2,
  "e_homo_ev": -12.9186
}

***

# 3
{
  "formula": "C35H38I2N8O2S3Sm",
  "method": "ωB97M-V with the def2-TZVPD basis set",
  "symbols": ["Sm", "C", "C", "N", "N", "C", "S", "S", "C", "C", "C", "C", "C", "C", "C", "C", "C", "C", "C", "C", "C", "O", "H", "H", "H", "H", "H", "H", "H", "H", "H", "H", "H", "H", "H", "H", "N", "C", "C", "C", "N", "C", "C", "N", "C", "H", "H", "H", "H", "H", "H", "H", "H", "H", "H", "H", "H", "H", "H", "H", "H", "I", "C", "C", "C", "I", "C", "C", "C", "C", "N", "C", "C", "O", "H", "H", "H", "H", "S", "C", "N", "C", "C", "C", "N", "H", "H", "H", "H"],
  "coordinates": [[0.7384, -0.4587, -0.1599], [-3.7057, 0.7780, -0.9855], [-2.4708, 0.4069, -0.2247], [-1.2796, 0.6414, -0.7751], [-1.3550, 1.1305, -2.0471], [-0.2480, 1.4568, -2.6580], [1.3686, 1.4743, -2.0655], [-0.4090, 1.9345, -4.3475], [-2.0812, 2.6749, -4.3892], [-2.0858, 4.0725, -3.8359], [-1.7722, 5.1516, -4.6579], [-1.7265, 6.4411, -4.1499], [-1.9939, 6.6706, -2.8068], [-2.3134, 5.6028, -1.9805], [-2.3591, 4.3120, -2.4918], [-2.5785, -0.2302, 1.0805], [-3.8320, -0.7457, 1.4802], [-4.0597, -1.2923, 2.7230], [-3.0178, -1.3162, 3.6509], [-1.7713, -0.8586, 3.2877], [-1.4957, -0.3513, 2.0065], [-0.2685, -0.0007, 1.7156], [-3.5227, 1.6731, -1.5724], [-4.5452, 0.9581, -0.3223], [-3.9741, -0.0074, -1.6990], [-2.7461, 2.0058, -3.8501], [-2.3474, 2.6678, -5.4458], [-1.5611, 4.9781, -5.7076], [-1.4837, 7.2680, -4.8056], [-1.9634, 7.6781, -2.4119], [-2.5355, 5.7717, -0.9339], [-2.6111, 3.4832, -1.8417], [-4.6536, -0.7214, 0.7789], [-5.0421, -1.6640, 2.9826], [-3.1890, -1.6869, 4.6553], [-0.9476, -0.8712, 3.9943], [6.4907, 1.0220, 0.5663], [5.2496, 0.4263, -0.1146], [4.1099, 1.4206, -0.0666], [3.4758, 1.6434, 1.3302], [2.0188, 1.5777, 1.1741], [3.9213, 0.5882, 2.3508], [4.0136, -0.8264, 1.7817], [2.6651, -1.2863, 1.4421], [4.8923, -0.9113, 0.5120], [6.7199, 1.9328, 0.1667], [7.2953, 0.4058, 0.4489], [6.3251, 1.1434, 1.5655], [5.5591, 0.2689, -1.1477], [3.3564, 0.9812, -0.7204], [4.3891, 2.3689, -0.5340], [3.7836, 2.6226, 1.7122], [1.6895, 2.3318, 0.5752], [1.5266, 1.6595, 2.0581], [3.2147, 0.5899, 3.1850], [4.8788, 0.8704, 2.8077], [4.4583, -1.4677, 2.5481], [2.0869, -1.3268, 2.2808], [2.7052, -2.2502, 1.1154], [4.3244, -1.4381, -0.2600], [5.7942, -1.5061, 0.6890], [4.8987, -2.0899, -3.2236], [2.8723, -2.4764, -3.5505], [2.4932, -3.0854, -4.7340], [1.1569, -3.3500, -4.9779], [0.6679, -4.2889, -6.7738], [0.1550, -2.9980, -4.0353], [-1.2198, -3.2436, -4.2001], [-2.1084, -2.8884, -3.2030], [-1.6288, -2.2648, -2.0645], [-0.3369, -1.9819, -1.8820], [0.5579, -2.3587, -2.8344], [1.9487, -2.0945, -2.5519], [2.3042, -1.5537, -1.4329], [3.2416, -3.3560, -5.4649], [-1.5695, -3.7170, -5.1074], [-3.1673, -3.0840, -3.3027], [-2.3006, -1.9795, -1.2644], [-0.2122, -3.1583, 0.8982], [-0.0586, -3.5606, 2.5159], [-1.1546, -4.1176, 3.1330], [-1.1516, -4.5922, 4.3871], [-0.0146, -4.5020, 5.1260], [1.0647, -3.8514, 4.5062], [1.0557, -3.3916, 3.2736], [-2.0050, -4.1203, 2.5829], [-2.0766, -5.0161, 4.7525], [0.0400, -4.8746, 6.1364], [1.9848, -3.6950, 5.0610]],
  "lowdin_spin": [5.035, 0.000, 0.000, -0.007, 0.001, 0.000, -0.010, -0.001, 0.000, 0.000, 0.000, 0.000, 0.000, 0.000, 0.000, 0.000, 0.000, 0.000, 0.000, 0.000, 0.001, -0.003, 0.000, 0.000, 0.000, 0.000, 0.000, 0.000, 0.000, 0.000, 0.000, 0.000, 0.000, 0.000, 0.000, 0.000, 0.000, 0.000, 0.000, 0.000, -0.003, 0.000, 0.000, -0.004, 0.000, 0.000, 0.000, 0.000, 0.000, 0.000, 0.000, 0.000, 0.000, 0.000, 0.000, 0.000, 0.000, 0.000, 0.000, 0.000, 0.000, 0.000, 0.001, 0.000, 0.001, 0.000, 0.000, 0.001, 0.000, 0.000, -0.006, 0.000, 0.000, -0.004, 0.000, 0.000, 0.000, 0.000, -0.002, 0.000, 0.000, 0.000, 0.000, 0.000, 0.000, 0.000, 0.000, 0.000, 0.000],
  "s2": 8.757,
  "e_above_lowest_ev": 1.211,
  "total_charge": 1,
  "e_homo_ev": [-9.0465, -9.0657],
  "spin_multiplicity": 6
}

***

# 4
{
  "formula": "C8H13NO",
  "method": "ωB97M-V with the def2-TZVPD basis set",
  "symbols": ["C", "C", "C", "C", "C", "C", "C", "C", "N", "O", "H", "H", "H", "H", "H", "H", "H", "H", "H", "H", "H", "H", "H"],
  "coordinates": [[-0.1289, -0.9938, -0.5508], [0.4040, 0.3625, -0.7618], [-1.1186, -1.4542, 0.2453], [0.9405, 1.1365, 0.2276], [-0.1125, 0.8594, -2.0869], [-1.4716, -2.8566, 0.3377], [1.3356, 2.6150, 0.0809], [1.2672, 0.4906, 1.5172], [-1.8239, -0.4889, 0.9531], [-2.6772, -0.9713, 1.7078], [0.3785, -1.7661, -1.1417], [-0.8399, 0.1764, -2.5000], [0.6369, 0.9998, -2.8298], [-0.6482, 1.7605, -1.9236], [-1.2329, -3.2365, -0.6642], [-2.5436, -3.1916, 0.5575], [-0.7993, -3.2886, 1.0657], [0.4475, 3.1331, 0.5500], [1.6492, 2.9799, -0.9384], [2.1061, 2.6254, 0.8819], [0.8820, -0.5049, 1.6274], [0.9602, 1.2411, 2.2358], [2.3890, 0.3723, 1.4092]],
  "lowdin_spin": [0.236, 0.024, 0.051, 0.030, 0.014, -0.004, 0.003, 0.007, 0.758, 0.860, 0.013, 0.002, 0.000, 0.002, -0.001, 0.002, -0.004, 0.002, 0.000, 0.000, 0.003, 0.001, 0.001],
  "s2": 2.034,
  "e_above_lowest_ev": 0.000,
  "e_homo_ev": [-7.5291, -8.4978],
  "spin_multiplicity": 3
}

***

# 5
{
  "formula": "C9H11NO3",
  "method": "ωB97M-V with the def2-TZVPD basis set",
  "symbols": ["C", "C", "C", "C", "C", "C", "C", "C", "C", "H", "H", "H", "H", "H", "H", "H", "H", "H", "H", "H", "N", "O", "O", "O"],
  "coordinates": [[-2.7927, 0.7862, 0.5071], [-1.9677, -0.0115, -0.5231], [-1.2760, -2.1665, 0.0696], [-0.0711, -1.2666, 0.0362], [1.2841, -1.4946, 0.2887], [2.1947, -0.4569, 0.1328], [1.7414, 0.8377, -0.2324], [0.4025, 1.0548, -0.4892], [-0.4802, -0.0099, -0.3686], [-1.6119, 2.3768, 0.8777], [-3.2440, 2.6791, 0.9951], [-2.6453, 0.3596, 1.5370], [-3.8231, 0.5757, 0.2498], [-2.2459, 0.4189, -1.5157], [-1.1601, -3.0887, -0.5167], [-1.4256, -2.5334, 1.1337], [1.6646, -2.4740, 0.5317], [3.8790, 0.2360, 0.2566], [2.4904, 2.6048, -0.5916], [0.0358, 2.0465, -0.6887], [-2.5201, 2.1877, 0.4467], [-2.3536, -1.3716, -0.4628], [3.5056, -0.6344, 0.4426], [2.7875, 1.7370, -0.2202]],
  "lowdin_charge": [-0.248, -0.294, -0.118, -0.144, 0.060, -0.250, -0.233, 0.038, -0.139, 0.066, 0.084, 0.134, 0.115, 0.164, 0.126, 0.140, 0.125, 0.092, 0.142, 0.115, -0.004, -0.079, 0.077, 0.032],
  "e_above_lowest_ev": 1.318,
  "e_homo_ev": -8.1377,
  "smiles": "NC[C@@H]1OCc2cc(O)c(O)cc21"
}

***

# 6
{
  "formula": "C7H10",
  "method": "ωB97M-V with the def2-TZVPD basis set",
  "symbols": ["C", "C", "C", "C", "C", "C", "C", "H", "H", "H", "H", "H", "H", "H", "H", "H", "H"],
  "coordinates": [[1.1521, 0.6247, -1.1926], [2.1259, 1.5647, -1.3663], [-0.5035, 1.8477, 0.2051], [-0.0510, 0.6962, -0.3698], [-0.7742, -0.6036, -0.2188], [-1.0757, -1.1795, 0.9730], [-0.8447, -2.5831, 1.5893], [1.2083, -0.4682, -1.6514], [3.1483, 1.4180, -1.6244], [1.8843, 2.6175, -1.0604], [-0.0115, 2.8644, 0.3090], [-1.5311, 1.6919, 0.5803], [-0.9938, -1.1184, -1.1215], [-1.4640, -0.4745, 1.6926], [-0.0760, -2.9448, 0.9553], [-0.4447, -2.6969, 2.5234], [-1.8943, -3.0912, 1.6780]],
  "lowdin_charge": [-0.157, 0.015, 0.050, -0.348, -0.111, -0.119, -0.075, 0.132, 0.036, 0.064, 0.080, 0.063, 0.093, 0.087, 0.053, 0.026, 0.111],
  "e_above_lowest_ev": 4.277,
  "e_homo_ev": -8.0991,
  "smiles": "C=CC(=C)/C=C/C"
}

***

# 7
{
  "formula": "C6H8N2S2",
  "method": "ωB97M-V with the def2-TZVPD basis set",
  "symbols": ["C", "C", "C", "C", "C", "C", "N", "N", "S", "S", "H", "H", "H", "H", "H", "H", "H", "H"],
  "coordinates": [[-0.6617, -0.0038, 2.4426], [0.1439, 0.6162, -0.3660], [-2.2650, -0.0914, 0.0873], [-1.3600, 1.0878, -0.4091], [0.9663, 1.0660, -1.4201], [2.7250, -1.2039, -1.2415], [0.4671, 0.0701, 1.8516], [0.7940, -0.0236, 0.5739], [-2.3672, -0.2428, 1.8696], [2.3535, 0.4565, -1.9684], [-0.4785, 0.1333, 3.4684], [-3.3356, 0.1095, -0.1175], [-2.0800, -1.0467, -0.3631], [-1.5575, 1.3048, -1.4292], [-1.5110, 2.0118, 0.2352], [2.8181, -0.8323, -0.1772], [3.5961, -1.5722, -1.7336], [1.7524, -1.8393, -1.3030]],
  "lowdin_charge": [-0.427, -0.411, -0.500, -0.151, -0.404, -0.358, -0.035, 0.013, 0.881, 0.883, 0.048, 0.067, 0.065, 0.082, 0.135, 0.030, 0.006, 0.075],
  "e_above_lowest_ev": 5.112,
  "e_homo_ev": [-8.0093, -8.0079]
}

***

# 8
{
  "formula": "C13H12O2S2",
  "method": "ωB97M-V with the def2-TZVPD basis set",
  "symbols": ["C", "C", "O", "O", "S", "S", "C", "C", "C", "C", "C", "C", "C", "C", "C", "C", "C", "H", "H", "H", "H", "H", "H", "H", "H", "H", "H", "H", "H"],
  "coordinates": [[-2.3286, 4.3490, 2.1881], [-3.1853, 5.1916, 2.5628], [3.5264, -4.9819, -0.6421], [4.4334, -2.2894, -0.6841], [-0.7656, 3.0988, 0.1822], [1.4969, -0.9097, 0.3544], [-1.3336, 3.3482, 1.8576], [-0.9380, 2.3020, 2.6430], [-0.1764, 1.2586, 1.8250], [1.3465, 0.7024, -1.5419], [2.0775, -0.4084, -2.1483], [0.0829, 1.5899, 0.5371], [0.9266, 0.6425, -0.2948], [2.3408, -1.3965, -1.1503], [-3.9574, 6.1399, 3.2990], [2.6149, -3.8196, -0.5159], [3.1914, -2.5774, -1.2991], [3.5825, -5.5112, 0.1367], [4.7029, -3.1993, -0.3494], [-0.9462, 2.1805, 3.7055], [0.3433, 0.3552, 2.1396], [1.0997, 1.4988, -2.1825], [2.4612, -0.5957, -3.0447], [-3.8139, 5.9256, 4.3534], [-5.0505, 5.8808, 3.1213], [-3.8948, 7.0884, 2.9597], [1.6389, -4.1881, -0.8628], [2.5770, -3.6206, 0.5878], [3.2936, -2.7083, -2.3911]],
  "lowdin_charge": [-0.031, -0.068, -0.086, -0.036, 1.031, 1.062, -0.533, -0.076, -0.140, -0.157, -0.030, -0.512, -0.480, -0.416, -0.107, -0.154, -0.395, 0.066, 0.111, 0.098, 0.058, 0.097, 0.059, 0.091, 0.107, 0.036, 0.123, 0.124, 0.156],
  "e_above_lowest_ev": 3.439,
  "e_homo_ev": -8.0176,
  "smiles": "CC#Cc1ccc(-c2ccc([C@@H](O)CO)s2)s1"
}